Here is a single C15H23N3O3 molecule from OMol25. Energies are from ωB97M-V with the def2-TZVPD basis set.

HOMO-LUMO gap (eV): 9.3
HOMO (eV): -8.45
Strongest force on any atom (eV/A): 0.7
LUMO (eV): 0.8100
SMILES: CCCCNC(=O)NNC(=O)COc1cccc(C)c1C
Relative energy (zero: lowest compared OMol25 entry of this formula, charge and spin) (eV): 1.419

The geometry in ORCA input format:
```
! RIJCOSX wB97M-V def2-TZVPD def2/J DEFGRID3
* xyz 0 1
C 3.75 1.27 -1.51
C 4.45 0.07 -0.86
C 4.59 0.21 0.65
C 3.25 0.27 1.39
N 2.45 -0.92 1.18
C 1.38 -0.91 0.35
O 0.87 0.09 -0.13
N 0.91 -2.18 0.02
N -0.37 -2.20 -0.57
C -1.30 -3.05 -0.11
O -1.04 -3.97 0.65
C -2.68 -2.81 -0.71
O -2.91 -1.47 -1.07
C -2.84 -0.52 -0.07
C -2.76 -0.82 1.28
C -2.68 0.20 2.21
C -2.67 1.52 1.80
C -2.74 1.84 0.45
C -2.71 3.27 0.01
C -2.83 0.82 -0.50
C -2.88 1.14 -1.96
H 3.79 1.18 -2.59
H 2.70 1.31 -1.22
H 4.23 2.20 -1.22
H 3.89 -0.84 -1.10
H 5.45 -0.03 -1.29
H 5.14 1.13 0.88
H 5.17 -0.63 1.03
H 2.65 1.11 1.05
H 3.43 0.38 2.47
H 2.87 -1.80 1.41
H 0.99 -2.94 0.68
H -0.59 -1.31 -1.01
H -2.76 -3.37 -1.65
H -3.44 -3.19 -0.02
H -2.75 -1.84 1.62
H -2.62 -0.04 3.26
H -2.60 2.31 2.53
H -3.61 3.52 -0.55
H -2.64 3.93 0.87
H -1.85 3.44 -0.64
H -1.96 1.63 -2.27
H -3.02 0.23 -2.54
H -3.71 1.81 -2.18
*
```